No. 1
Here is a 16-piece molecular cluster, C38H113N5O23 overall at a distorted geometry from the Open Molecules 2025 dataset. Energies are from the ωB97M-V functional and the def2-TZVPD basis.

ORCA input file:
```
! RIJCOSX wB97M-V def2-TZVPD def2/J DEFGRID3
* xyz 0 1
C 8.142 -28.031 -1.444
C 8.972 -29.104 -0.655
O 10.076 -29.598 -1.413
O 7.172 -28.662 -2.358
H 8.752 -27.360 -2.049
H 7.639 -27.473 -0.654
H 8.375 -29.955 -0.325
H 9.403 -28.621 0.222
H 9.691 -29.941 -2.223
H 6.642 -27.939 -2.702
C 2.538 -29.822 -1.741
C 3.095 -31.203 -1.170
O 4.486 -31.355 -1.439
O 2.884 -28.752 -0.881
H 1.465 -29.834 -1.936
H 3.030 -29.652 -2.698
H 2.589 -32.007 -1.705
H 2.945 -31.279 -0.093
H 4.852 -30.632 -0.924
H 2.124 -28.543 -0.333
C 9.454 -23.617 4.826
C 8.911 -25.052 4.836
O 9.914 -26.014 5.239
O 10.061 -23.291 6.122
H 8.691 -22.873 4.600
H 10.186 -23.535 4.022
H 8.451 -25.256 3.869
H 8.106 -25.077 5.570
H 10.597 -26.153 4.578
H 10.648 -24.002 6.389
C 5.253 -24.513 -6.756
C 4.391 -23.879 -5.639
O 5.123 -23.996 -4.382
O 4.499 -24.853 -7.957
H 5.772 -25.403 -6.399
H 6.068 -23.812 -6.935
H 3.532 -24.522 -5.452
H 4.100 -22.856 -5.880
H 4.694 -23.520 -3.668
H 3.634 -25.212 -7.749
C 0.235 -21.516 4.245
C 1.309 -22.372 5.061
O 0.544 -23.340 5.827
O -0.407 -22.337 3.305
H 0.831 -20.752 3.744
H -0.467 -21.029 4.922
H 1.911 -21.697 5.669
H 1.952 -22.900 4.357
H 1.227 -23.804 6.317
H -0.874 -21.800 2.660
C 9.475 -24.179 -3.718
C 8.320 -23.912 -2.692
O 8.491 -24.693 -1.501
O 9.238 -23.334 -4.856
H 9.480 -25.200 -4.099
H 10.483 -24.022 -3.334
H 7.412 -24.116 -3.260
H 8.279 -22.841 -2.496
H 7.602 -24.892 -1.200
H 9.130 -22.420 -4.583
C -2.316 -25.043 5.186
C -1.837 -25.230 3.747
O -0.427 -25.149 3.615
O -2.244 -23.676 5.566
H -1.625 -25.543 5.865
H -3.350 -25.375 5.269
H -2.405 -24.692 2.989
H -2.033 -26.267 3.473
H -0.269 -24.202 3.576
H -1.307 -23.504 5.443
C 0.670 -27.113 1.434
O 0.541 -28.109 0.441
H 0.319 -26.133 1.111
H 0.257 -27.460 2.381
H 1.717 -27.160 1.733
H -0.362 -28.421 0.355
C 4.804 -27.415 -4.324
O 5.663 -26.651 -3.470
H 5.125 -27.397 -5.365
H 4.817 -28.444 -3.966
H 3.823 -26.952 -4.218
H 5.685 -25.760 -3.824
C 5.349 -20.965 3.249
O 4.831 -20.495 4.488
H 4.535 -21.260 2.587
H 6.005 -20.240 2.766
H 5.953 -21.863 3.377
H 5.517 -20.317 5.134
C 4.769 -26.038 4.526
O 3.769 -25.031 4.561
H 4.828 -26.713 5.379
H 4.664 -26.733 3.693
H 5.736 -25.539 4.458
H 2.910 -25.364 4.830
C -0.452 -19.582 0.536
C -1.518 -20.577 0.412
C -1.207 -21.931 -0.371
O -0.886 -21.770 -1.812
C -1.892 -21.234 -2.670
N -2.034 -20.842 1.742
H -0.783 -18.595 0.858
H -0.045 -19.508 -0.473
H 0.351 -19.985 1.154
H -2.370 -20.125 -0.096
H -2.119 -22.522 -0.287
H -0.401 -22.402 0.192
H -1.668 -21.175 -3.735
H -1.981 -20.197 -2.345
H -2.871 -21.712 -2.659
H -2.149 -19.943 2.188
H -2.995 -21.139 1.644
C 3.890 -29.842 2.222
C 5.195 -29.087 1.716
C 6.451 -29.451 2.545
O 7.489 -28.468 2.213
C 8.486 -28.433 3.169
N 5.396 -29.294 0.251
H 3.769 -29.673 3.292
H 3.936 -30.911 2.012
H 2.968 -29.509 1.746
H 5.024 -28.013 1.791
H 6.704 -30.505 2.431
H 6.260 -29.267 3.602
H 8.988 -29.395 3.277
H 8.124 -28.019 4.110
H 9.352 -27.858 2.841
H 4.599 -28.933 -0.253
H 6.238 -28.901 -0.146
C 6.262 -24.325 1.270
C 5.461 -25.338 0.480
C 3.954 -25.323 0.777
O 3.421 -24.010 0.398
C 2.410 -23.507 1.254
N 5.655 -24.953 -0.919
H 6.456 -24.682 2.282
H 5.801 -23.354 1.454
H 7.234 -24.211 0.791
H 5.816 -26.339 0.726
H 3.832 -25.670 1.803
H 3.468 -26.021 0.095
H 2.065 -22.561 0.837
H 2.810 -23.352 2.256
H 1.600 -24.228 1.369
H 5.199 -24.079 -1.136
H 5.057 -25.501 -1.521
C 11.535 -22.496 -0.491
C 10.953 -23.222 0.752
C 9.663 -22.478 1.144
O 10.001 -21.252 1.770
C 8.943 -20.512 2.311
N 10.691 -24.605 0.397
H 10.792 -22.414 -1.284
H 12.415 -22.978 -0.916
H 11.866 -21.521 -0.134
H 11.710 -23.217 1.536
H 9.203 -23.182 1.837
H 9.031 -22.216 0.295
H 9.349 -19.621 2.790
H 8.302 -21.076 2.988
H 8.308 -20.079 1.538
H 9.973 -24.614 -0.314
H 11.385 -25.065 -0.175
C 2.466 -20.939 -2.172
C 3.823 -21.575 -2.168
C 4.659 -21.230 -0.920
O 5.077 -19.833 -0.935
C 6.420 -19.567 -1.490
N 3.626 -23.013 -2.207
H 1.854 -21.296 -1.344
H 1.954 -20.954 -3.134
H 2.637 -19.887 -1.947
H 4.298 -21.314 -3.114
H 5.473 -21.938 -0.763
H 4.115 -21.294 0.022
H 6.537 -20.006 -2.481
H 7.183 -20.091 -0.915
H 6.579 -18.490 -1.448
H 3.570 -23.275 -1.233
H 2.637 -23.122 -2.382
*
```

Calculated values
LUMO level: 0.10 eV
HOMO-LUMO gap: 8.882 eV

These are the Löwdin partial charges, in e, on atoms 1 to 5: atom 1 (C): -0.19, atom 2 (C): -0.22, atom 3 (O): -0.07, atom 4 (O): -0.09, atom 5 (H): 0.11


No. 2
Here is C30H41AgAsO6PSi3 as an isolated structure from the Open Molecules 2025 dataset. Energies are from the ωB97M-V functional and the def2-TZVPD basis.

ORCA input file:
```
! RIJCOSX wB97M-V def2-TZVPD def2/J DEFGRID3
* xyz -2 1
Ag -0.205 -0.277 0.474
O -4.225 0.240 1.823
C -2.996 0.368 1.755
O -2.362 0.885 0.773
C -2.105 -0.165 2.961
O -2.667 -0.482 4.013
O -0.842 -0.211 2.751
O 3.216 -2.510 -0.225
C 2.187 -2.263 -0.885
O 1.765 -1.147 -1.285
C 1.365 -3.488 -1.309
C 2.106 -4.600 -1.727
C 1.492 -5.738 -2.215
C 0.102 -5.800 -2.268
C -0.642 -4.721 -1.825
C -0.029 -3.553 -1.351
P -1.084 -2.189 -0.715
C -2.035 -1.613 -2.157
C -1.768 -1.958 -3.476
C -2.511 -1.399 -4.513
C -3.523 -0.493 -4.234
C -3.782 -0.132 -2.914
C -3.040 -0.675 -1.877
C -2.372 -3.049 0.258
C -2.242 -3.003 1.644
C -3.222 -3.549 2.465
C -4.329 -4.165 1.904
C -4.468 -4.216 0.520
C -3.503 -3.650 -0.298
H 3.184 -4.534 -1.643
H 2.092 -6.579 -2.546
H -0.399 -6.688 -2.638
H -1.723 -4.787 -1.838
H -0.971 -2.659 -3.699
H -2.291 -1.671 -5.540
H -4.100 -0.057 -5.042
H -4.553 0.595 -2.685
H -3.212 -0.337 -0.855
H -1.407 -2.476 2.091
H -3.132 -3.425 3.535
H -5.109 -4.569 2.540
H -5.352 -4.667 0.079
H -3.655 -3.633 -1.374
C -0.603 3.198 3.225
Si 0.012 3.702 1.533
C -1.412 4.010 0.363
C 0.989 5.311 1.731
As 1.279 1.935 0.672
Si 3.000 1.467 2.174
C 4.324 0.433 1.352
C 2.195 0.455 3.525
C 3.809 3.002 2.926
Si 2.149 2.587 -1.402
C 2.773 4.374 -1.463
C 0.737 2.421 -2.627
C 3.538 1.457 -1.933
H -1.150 4.029 3.684
H 0.216 2.925 3.896
H -1.271 2.332 3.136
H -2.117 4.719 0.813
H -1.934 3.057 0.197
H -1.077 4.426 -0.593
H 0.325 6.086 2.138
H 1.381 5.671 0.777
H 1.831 5.192 2.424
H 3.900 -0.409 0.790
H 4.971 0.019 2.137
H 4.954 1.023 0.679
H 1.938 -0.535 3.132
H 1.253 0.878 3.887
H 2.880 0.326 4.372
H 4.175 3.688 2.153
H 4.663 2.698 3.546
H 3.105 3.545 3.567
H 1.954 5.095 -1.380
H 3.279 4.555 -2.420
H 3.492 4.571 -0.658
H -0.128 3.033 -2.354
H 0.416 1.374 -2.654
H 1.064 2.709 -3.633
H 4.487 1.717 -1.452
H 3.677 1.543 -3.018
H 3.275 0.418 -1.694
*
```

Calculated values
LUMO level: 4.47 eV
HOMO-LUMO gap: 6.425 eV

These are the Löwdin partial charges, in e, on atoms 1 to 5: atom 1 (Ag): 0.52, atom 2 (O): -0.03, atom 3 (C): -0.64, atom 4 (O): -0.19, atom 5 (C): -0.66